## A
Here is a gas-phase ion, C5H13N (charge +1) from the Open Molecules 2025 dataset. Energies are from ωB97M-V with the def2-TZVPD basis set.

Element x y z (Å)
1 C -1.31863 -0.02573 -2.45641
2 C -0.32431 0.55083 -1.43182
3 N -0.24177 -0.27111 -0.25676
4 C 0.35967 1.16264 1.69389
5 C 0.66772 -0.08713 0.83259
6 C 0.90041 -1.31839 1.67624
7 H -0.90326 0.14975 -3.44061
8 H -1.51944 -1.07794 -2.27452
9 H -2.26464 0.49330 -2.38904
10 H -0.71668 1.52408 -1.12585
11 H 0.65691 0.75533 -1.86788
12 H -0.18372 -1.26922 -0.52100
13 H 1.21422 1.35947 2.33116
14 H -0.54990 1.00015 2.27311
15 H 0.25536 2.06437 1.09225
16 H 1.61029 0.22500 0.34291
17 H 1.22909 -1.04785 2.67268
18 H 1.66652 -1.98606 1.28632
19 H -0.00118 -1.92767 1.75449

## Properties
Multiplicity: 2
Lowest unoccupied orbital energy (alpha / beta) in eV: -2.8924 / -7.8549
HOMO-LUMO gap (alpha / beta) in eV: 13.2 / 8.7
Charge: +1
E_HOMO (alpha / beta) in eV: -16.05 / -16.55

Charge distribution, Löwdin scheme, values in e:
1 C -0.0362
2 C -0.1828
3 N 0.1710
4 C -0.0125
5 C -0.3916
6 C -0.0271
7 H 0.0879
8 H 0.0825
9 H 0.0850
10 H 0.1388
11 H 0.1563
12 H 0.1780
13 H 0.0958
14 H 0.1015
15 H 0.0825
16 H 0.1826
17 H 0.0950
18 H 0.0947
19 H 0.0986

=====

## B
Here is 2 unconnected molecules or ions with the total composition C5H13N from the Open Molecules 2025 dataset. Energies are from ωB97M-V with the def2-TZVPD basis set.

Element x y z (Å)
1 C -2.80746 -0.69135 -4.71909
2 C -2.41951 0.38150 -3.60480
3 C -1.49288 0.22928 -2.65373
4 H -2.77729 -0.03300 -5.53409
5 H -3.92982 -0.80860 -4.52158
6 H -2.26358 -1.60200 -4.80502
7 H -2.71988 1.35953 -3.80318
8 H -1.36928 0.99691 -1.88684
9 H -0.66266 -0.48223 -2.94200
10 C 1.86734 0.76335 2.57640
11 C 2.66713 -0.01062 3.72382
12 N 1.85844 -0.98960 4.49509
13 H 2.02667 1.82577 2.60236
14 H 0.66486 0.69679 2.69549
15 H 1.98521 0.24422 1.55418
16 H 2.93269 0.89109 4.50614
17 H 3.54204 -0.56918 3.23917
18 H 1.46248 -1.55456 3.77454
19 H 1.43549 -0.64730 5.30312

## Properties
Multiplicity: 2
Lowest unoccupied orbital energy (alpha / beta) in eV: -5.6790 / -9.3495
HOMO-LUMO gap (alpha / beta) in eV: 4.9 / 1.2
Charge: +1
E_HOMO (alpha / beta) in eV: -10.60 / -10.60

Charge distribution, Löwdin scheme, values in e:
1 C 0.0316
2 C 0.0276
3 C 0.2295
4 H 0.0747
5 H 0.1433
6 H 0.0873
7 H 0.1234
8 H 0.1259
9 H 0.1566
10 C -0.1549
11 C -0.3253
12 N -0.0332
13 H 0.0259
14 H 0.0927
15 H 0.0619
16 H 0.1436
17 H 0.1062
18 H 0.0485
19 H 0.0346

=====

The data favor A; the next most stable structure lies 91.3 kcal/mol above it.

=====

## A
Here is 2 unconnected molecules or ions with the total composition C5H13N from the Open Molecules 2025 dataset. Energies are from ωB97M-V with the def2-TZVPD basis set.

Element x y z (Å)
1 C -1.55253 2.32771 -1.02980
2 C -2.00624 2.19535 0.40439
3 C -3.28164 2.26443 0.73730
4 H -2.31887 2.86061 -1.59535
5 H -0.64947 2.92945 -1.09842
6 H -1.49435 1.29070 -1.39280
7 H -1.21851 1.98554 1.14198
8 H -3.62720 2.37592 1.75404
9 H -3.97641 2.23068 -0.09225
10 C 1.66134 -2.87944 0.94452
11 N 2.55251 -2.01692 0.20922
12 C 2.09801 -1.35631 -1.04134
13 H 1.65402 -3.88684 0.46483
14 H 2.04279 -2.87130 1.96267
15 H 0.61264 -2.61330 0.82946
16 H 3.49970 -2.39483 0.19151
17 H 2.21249 -1.91052 -1.96354
18 H 2.80575 -0.51091 -1.02351
19 H 1.19180 -0.84134 -0.74645

## Properties
Multiplicity: 2
Lowest unoccupied orbital energy (alpha / beta) in eV: -3.5610 / -8.3300
HOMO-LUMO gap (alpha / beta) in eV: 8.1 / 3.4
Charge: +1
E_HOMO (alpha / beta) in eV: -11.71 / -11.71

Charge distribution, Löwdin scheme, values in e:
1 C -0.1254
2 C -0.2669
3 C -0.0176
4 H 0.0724
5 H 0.0663
6 H 0.0677
7 H 0.0877
8 H 0.0550
9 H 0.0618
10 C -0.0075
11 N 0.0780
12 C 0.0240
13 H 0.1506
14 H 0.1197
15 H 0.1115
16 H 0.1720
17 H 0.1264
18 H 0.1210
19 H 0.1034

=====

## B
Here is 2 unconnected molecules or ions with the total composition C5H13N from the Open Molecules 2025 dataset. Energies are from ωB97M-V with the def2-TZVPD basis set.

Element x y z (Å)
1 C 1.04310 -4.96376 -0.98700
2 C -0.23679 -4.71751 -0.31900
3 C -1.11126 -3.59215 -0.98857
4 H 1.22797 -4.23893 -1.77592
5 H 1.29390 -5.97602 -1.50839
6 H 1.91407 -4.68298 -0.25667
7 H -0.06827 -4.38649 0.74752
8 H -0.88561 -5.56857 -0.24321
9 H -0.90279 -3.62916 -2.09228
10 H -2.11829 -3.77729 -0.75598
11 H -0.79592 -2.65903 -0.59348
12 C -0.23971 5.76152 0.16480
13 C 0.34435 6.39572 2.33799
14 N -0.58281 6.32549 1.47953
15 H -0.06562 6.62821 -0.57627
16 H -1.01558 5.05740 -0.20096
17 H 0.66992 5.25402 -0.02158
18 H 0.05223 6.57705 3.35406
19 H 1.47709 6.19247 2.23543

## Properties
Multiplicity: 2
Lowest unoccupied orbital energy (alpha / beta) in eV: -5.9409 / -10.0026
HOMO-LUMO gap (alpha / beta) in eV: 6.4 / 2.3
Charge: +1
E_HOMO (alpha / beta) in eV: -12.33 / -12.33

Charge distribution, Löwdin scheme, values in e:
1 C -0.1676
2 C -0.3438
3 C -0.1045
4 H 0.0465
5 H 0.1047
6 H 0.0981
7 H 0.1105
8 H 0.0847
9 H 0.0844
10 H 0.0412
11 H 0.0457
12 C -0.0315
13 C 0.1487
14 N 0.2024
15 H 0.1456
16 H 0.1247
17 H 0.0917
18 H 0.1241
19 H 0.1942

=====

The data favor A; the next most stable structure lies 39.1 kcal/mol above it.

=====

## A
Here is C3H7ClN2 in the gas phase from the Open Molecules 2025 dataset. Energies are from ωB97M-V with the def2-TZVPD basis set.

Element x y z (Å)
1 C -2.86944 0.02700 -1.83034
2 N -2.09863 0.16266 -0.62754
3 N -0.75823 -0.03949 -0.73219
4 C -0.13363 -0.30978 0.34556
5 C 1.31321 -0.60900 0.24430
6 Cl 2.31741 0.42623 1.30298
7 H -2.86714 -1.00184 -2.26142
8 H -3.96078 0.24624 -1.62572
9 H -2.50313 0.70952 -2.64165
10 H -2.47358 -0.25277 0.27237
11 H -0.63212 -0.32441 1.26730
12 H 1.73490 -0.45624 -0.75516
13 H 1.44310 -1.67789 0.55462

## Properties
Multiplicity: 1
Lowest unoccupied orbital energy in eV: 1.0056
HOMO-LUMO gap in eV: 9.6
Charge: 0
E_HOMO in eV: -8.64

Charge distribution, Löwdin scheme, values in e:
1 C -0.1397
2 N -0.1655
3 N 0.0069
4 C -0.2626
5 C -0.5878
6 Cl 0.5132
7 H 0.0705
8 H 0.0889
9 H 0.0855
10 H 0.1434
11 H 0.0937
12 H 0.0701
13 H 0.0834

=====

## B
Here is C3H7ClN2 in the gas phase from the Open Molecules 2025 dataset. Energies are from ωB97M-V with the def2-TZVPD basis set.

Element x y z (Å)
1 C -2.41815 -0.57394 -0.04650
2 N -1.18358 0.06783 -0.29514
3 N 0.01221 -0.33814 0.15560
4 C 1.01806 0.34549 -0.30009
5 C 2.25846 0.24158 0.46653
6 Cl 3.72711 -0.49687 -0.25548
7 H -2.56666 -0.65391 1.03534
8 H -3.19901 -0.14510 -0.60810
9 H -2.27499 -1.61528 -0.45238
10 H -1.17417 1.05733 -0.46914
11 H 0.99065 1.00027 -1.22056
12 H 2.09425 -0.19339 1.43555
13 H 2.71582 1.30413 0.55437

## Properties
Multiplicity: 1
Lowest unoccupied orbital energy in eV: 0.9237
HOMO-LUMO gap in eV: 9.2
Charge: 0
E_HOMO in eV: -8.28

Charge distribution, Löwdin scheme, values in e:
1 C -0.1047
2 N -0.1697
3 N 0.0230
4 C -0.2538
5 C -0.6143
6 Cl 0.4892
7 H 0.0789
8 H 0.0639
9 H 0.0957
10 H 0.1168
11 H 0.1327
12 H 0.0591
13 H 0.0833

=====

The data favor A; the next most stable structure lies 12.9 kcal/mol above it.